# 1
Below is a molecular structure, C57H34CaCl6N4, with properties calculated with ωB97M-V/def2-TZVPD.

Geometry (Å):
Ca: 0.2443 0.4952 0.4083
C: 3.2806 7.6169 -0.9621
C: 2.5196 7.0408 -1.9743
C: 1.9701 5.7752 -1.7992
C: 2.1762 5.0525 -0.6223
C: 2.9328 5.6480 0.3852
C: 3.4824 6.9168 0.2207
C: 1.5951 3.6812 -0.4342
C: 2.3445 2.6047 -0.8513
C: 3.5583 2.7127 -1.6835
C: 3.8837 1.4780 -2.0864
C: 2.9353 0.5293 -1.4493
C: 3.0174 -0.8431 -1.5586
C: 3.9171 -1.4201 -2.5969
C: 3.8209 -1.0005 -3.9319
C: 4.6716 -1.4854 -4.9200
C: 5.6447 -2.4273 -4.6105
C: 5.7515 -2.8697 -3.2970
C: 4.9064 -2.3740 -2.3126
C: 2.1739 -1.7861 -0.6711
N: 0.7550 -1.3808 -0.6407
C: -0.0327 -2.4055 -0.9314
C: -1.4498 -2.4446 -0.8394
C: -2.1265 -3.7496 -1.1015
C: -2.8129 -4.4374 -0.0914
C: -3.4220 -5.6639 -0.3306
C: -3.3531 -6.2508 -1.5908
C: -2.6734 -5.5890 -2.6047
C: -2.0787 -4.3545 -2.3614
C: -2.2692 -1.3528 -0.3853
C: -3.7221 -1.4034 -0.2150
C: -4.1215 -0.1806 0.2149
C: -2.9400 0.6508 0.2903
N: -1.8348 -0.1193 -0.0761
C: -2.9243 2.0027 0.5900
C: -1.8109 2.9081 0.5109
C: -1.8311 4.3067 0.7478
C: -0.5597 4.7783 0.4569
C: 0.2168 3.6516 0.0638
N: -0.5457 2.5423 0.1143
C: -4.2389 2.6080 0.9723
C: -4.9342 3.4247 0.0810
C: -6.1526 3.9911 0.4360
C: -6.6941 3.7511 1.6956
C: -6.0079 2.9409 2.5910
C: -4.7887 2.3755 2.2293
C: 0.8230 -3.5805 -1.2695
C: 2.0990 -3.2223 -1.1459
N: 2.0529 1.2600 -0.6772
H: 3.7107 8.6028 -1.0940
H: 2.3534 7.5794 -2.9008
H: 1.3709 5.3223 -2.5814
H: 3.0899 5.0986 1.3072
H: 4.0710 7.3574 1.0177
H: 4.0495 3.6365 -1.9555
H: 4.7054 1.2036 -2.7325
H: 3.0472 -0.2845 -4.1840
H: 4.5601 -1.1371 -5.9408
H: 6.3086 -2.8088 -5.3774
H: 6.5104 -3.5974 -3.0306
H: 5.0334 -2.7147 -1.2895
H: -2.8546 -3.9932 0.8994
H: -3.9385 -6.1723 0.4768
H: -3.8201 -7.2105 -1.7772
H: -2.6145 -6.0290 -3.5942
H: -1.5607 -3.8353 -3.1607
H: -4.3497 -2.2590 -0.4080
H: -5.1307 0.1400 0.4298
H: -2.6821 4.8841 1.0775
H: -0.2102 5.7996 0.5151
H: -4.5029 3.6080 -0.8965
H: -6.6811 4.6204 -0.2711
H: -7.6416 4.1952 1.9767
H: -6.4190 2.7503 3.5762
H: -4.2476 1.7432 2.9248
H: 0.4558 -4.5558 -1.5602
H: 2.9548 -3.8616 -1.3098
Cl: 1.3316 2.6502 2.9871
C: 0.5511 1.2470 3.7124
C: 0.2384 0.1811 2.8766
C: -0.3635 -0.8853 3.5349
Cl: -0.8234 -2.3031 2.5888
C: -0.6558 -0.9107 4.9002
Cl: -1.4348 -2.2771 5.6445
C: -0.3207 0.1908 5.6821
Cl: -0.6689 0.1994 7.3826
C: 0.2953 1.2858 5.0827
Cl: 0.7240 2.6642 6.0521
Cl: 8.3115 -3.8852 1.2644
C: 6.6775 -3.2557 1.1466
C: 5.6057 -4.1118 1.3299
C: 4.3148 -3.6051 1.2387
C: 4.0806 -2.2594 0.9703
C: 2.6893 -1.7231 0.8008
C: 5.1816 -1.4256 0.7952
C: 6.4812 -1.9138 0.8788
H: 5.7804 -5.1590 1.5416
H: 3.4664 -4.2686 1.3702
H: 1.9692 -2.2583 1.4219
H: 2.6835 -0.6701 1.0963
H: 5.0125 -0.3761 0.5712
H: 7.3311 -1.2609 0.7280

Computed properties:
LUMO: 0.1365 Eh
energy above the lowest of the compared OMol25 structures with the same formula, charge and spin: 3.3 kcal/mol
total charge: -2

Atomic partial charges in e from the Mulliken method, atoms 1 to 5: Ca 2.422; C -0.296; C -0.767; C 0.260; C -0.966

=====

# 2
Below is a molecular structure, C57H39BrN8SSc, with properties calculated with ωB97M-V/def2-TZVPD.

Geometry (Å):
Sc: -0.2426 0.0103 -0.0363
C: 0.6241 -7.4004 2.8787
C: -0.6270 -6.9085 2.5380
C: -0.7608 -5.6151 2.0528
C: 0.3551 -4.7991 1.9024
C: 1.6063 -5.2951 2.2614
C: 1.7408 -6.5882 2.7439
C: 0.2483 -3.4064 1.3762
C: 0.5442 -3.2132 0.0292
C: 0.8434 -4.2713 -0.9024
C: 1.0856 -3.6809 -2.0968
C: 0.9746 -2.2558 -1.8882
C: 1.3779 -1.2953 -2.8370
C: 1.1411 -1.5735 -4.2633
C: 1.7546 -0.8889 -5.3215
C: 1.4307 -1.1486 -6.6413
C: 0.4665 -2.0911 -6.9642
C: -0.2042 -2.7319 -5.9346
C: 0.1158 -2.4696 -4.6154
C: 1.9787 -0.0852 -2.3779
N: 1.5767 0.5688 -1.2582
C: 2.3602 1.6877 -1.1453
C: 2.1787 2.7217 -0.2197
C: 3.0150 3.9447 -0.3842
C: 4.3752 3.9010 -0.0843
C: 5.1650 5.0328 -0.2138
C: 4.6070 6.2267 -0.6469
C: 3.2542 6.2814 -0.9447
C: 2.4632 5.1496 -0.8112
C: 1.3233 2.6765 0.8834
C: 1.1876 3.7314 1.8542
C: 0.4257 3.2371 2.8611
C: 0.1211 1.8718 2.5180
N: 0.6266 1.5754 1.2919
C: -0.3857 0.9274 3.4227
C: -0.3874 -0.4440 3.1967
C: -0.5637 -1.4308 4.2431
C: -0.3254 -2.6332 3.6841
C: -0.0478 -2.3920 2.2867
N: -0.0980 -1.0588 2.0134
C: -0.6767 1.4027 4.8053
C: 0.3489 1.3608 5.7493
C: 0.1379 1.8095 7.0430
C: -1.1093 2.2938 7.4120
C: -2.1362 2.3258 6.4805
C: -1.9225 1.8904 5.1796
C: 3.3446 1.6901 -2.1863
C: 3.1051 0.5910 -2.9525
N: 0.6345 -2.0042 -0.5959
H: 0.7310 -8.4119 3.2503
H: -1.5031 -7.5350 2.6526
H: -1.7343 -5.2189 1.7983
H: 2.4721 -4.6515 2.1667
H: 2.7210 -6.9605 3.0147
H: 0.8659 -5.3234 -0.6703
H: 1.3927 -4.1535 -3.0145
H: 2.4860 -0.1246 -5.1214
H: 1.9295 -0.5943 -7.4271
H: 0.2221 -2.3004 -7.9974
H: -1.0072 -3.4218 -6.1626
H: -0.4710 -2.9319 -3.8374
H: 4.8009 2.9688 0.2653
H: 6.2181 4.9834 0.0331
H: 5.2231 7.1109 -0.7499
H: 2.8110 7.2117 -1.2773
H: 1.4051 5.2028 -1.0343
H: 1.6373 4.7071 1.7727
H: 0.1166 3.7312 3.7674
H: -0.8312 -1.2093 5.2613
H: -0.3576 -3.6025 4.1527
H: 1.3155 0.9732 5.4515
H: 0.9442 1.7756 7.7656
H: -1.2774 2.6422 8.4236
H: -3.1142 2.6838 6.7770
H: -2.7280 1.9077 4.4572
H: 4.1241 2.4231 -2.3066
H: 3.7280 0.2303 -3.7526
N: -3.4696 -2.9540 2.1341
C: -3.3836 -1.5734 2.0933
S: -3.8611 -0.7035 3.4770
N: -3.0533 -1.0711 0.9458
N: -2.5578 0.1188 0.6239
C: -3.3625 0.9416 0.0531
C: -2.8670 2.1041 -0.6369
C: -3.7400 2.9047 -1.3793
C: -3.2327 3.9341 -2.1434
C: -1.8649 4.1644 -2.1216
C: -1.0804 3.3471 -1.3250
N: -1.5457 2.3301 -0.6102
H: -4.0686 -3.3025 2.8623
H: -3.5401 -3.4166 1.2397
H: -4.4234 0.7160 -0.0173
H: -4.7988 2.6818 -1.3693
H: -3.8876 4.5391 -2.7574
H: -1.4167 4.9526 -2.7106
H: -0.0127 3.5135 -1.2548
Br: -3.4110 -0.5076 -6.3222
C: -2.5716 -0.3305 -4.6114
C: -2.9494 -1.1587 -3.5743
C: -2.3100 -1.0262 -2.3443
C: -1.3024 -0.0828 -2.0844
C: -0.9889 0.7341 -3.1837
C: -1.5940 0.6282 -4.4306
H: -3.7221 -1.9041 -3.7195
H: -2.6308 -1.6980 -1.5496
H: -0.2278 1.5048 -3.0806
H: -1.2965 1.2746 -5.2471

Computed properties:
LUMO (spin up / spin down): 0.0417 / 0.0416 Eh
total charge: -1

Atomic partial charges in e from the Mulliken method, atoms 1 to 5: Sc -1.188; C -0.335; C -0.821; C 0.418; C -0.642

=====

# 3
Below is a molecular structure, C57H40ClF6INO2P2PdSSb, with properties calculated with ωB97M-V/def2-TZVPD.

Geometry (Å):
Pd: -18.5609 -5.0457 -11.7315
O: -19.3504 -7.3697 -12.2726
S: -20.5918 -6.5369 -12.1448
C: -21.7242 -7.5434 -11.1449
C: -22.9206 -8.0122 -11.6863
C: -23.7188 -8.9305 -10.9874
C: -23.3871 -9.2984 -9.6951
C: -24.0521 -10.1959 -8.6722
C: -23.1354 -10.1344 -7.4115
C: -21.9833 -9.2293 -7.8098
C: -20.8670 -8.7648 -7.1564
C: -20.0024 -7.8649 -7.7738
C: -20.1841 -7.4061 -9.0817
P: -18.9616 -6.1385 -9.5669
C: -17.3941 -6.9873 -9.0670
C: -16.6917 -6.7019 -7.8790
C: -15.5001 -7.3815 -7.5877
C: -15.0187 -8.3624 -8.4204
C: -15.7081 -8.6059 -9.6059
C: -16.8852 -7.9344 -9.9354
C: -19.2019 -4.8033 -8.3573
C: -18.2355 -3.8180 -8.2979
C: -18.3807 -2.6752 -7.5714
C: -19.5060 -2.5549 -6.7320
C: -20.4564 -3.5531 -6.7047
C: -20.3197 -4.6845 -7.5063
C: -21.3057 -7.8746 -9.8325
C: -22.1866 -8.7603 -9.1347
C: -21.3225 -6.4438 -13.7593
C: -21.3913 -7.5972 -14.5346
C: -21.9935 -7.5560 -15.8135
C: -22.5712 -6.3806 -16.2659
C: -23.2654 -6.0086 -17.5641
C: -23.6788 -4.5193 -17.3899
C: -23.1107 -4.1059 -16.0462
C: -23.0231 -2.9064 -15.3518
C: -22.3320 -2.8457 -14.1374
C: -21.5815 -3.9261 -13.6380
P: -20.4420 -3.5352 -12.2744
C: -19.7511 -1.9341 -12.7969
C: -18.7860 -1.9885 -13.7895
C: -18.2213 -0.8098 -14.2728
C: -18.7323 0.4197 -13.8997
C: -19.7781 0.4694 -13.0036
C: -20.3133 -0.7021 -12.4655
C: -21.5241 -3.2316 -10.8527
C: -21.1378 -2.3242 -9.8802
C: -22.0112 -1.9604 -8.8676
C: -23.2357 -2.6072 -8.7367
C: -23.6147 -3.5427 -9.6846
C: -22.7819 -3.8413 -10.7544
C: -21.8052 -5.1998 -14.1907
C: -22.5113 -5.2266 -15.4489
H: -23.2585 -7.6432 -12.6517
H: -24.6004 -9.2815 -11.5007
H: -24.1752 -11.2189 -9.0372
H: -25.0751 -9.8157 -8.4667
H: -22.7681 -11.1334 -7.1597
H: -23.6846 -9.7185 -6.5372
H: -20.6035 -9.0970 -6.1687
H: -19.1905 -7.4736 -7.1882
H: -17.1643 -6.0925 -7.0954
H: -14.9374 -7.0984 -6.7078
H: -14.1210 -8.9044 -8.1812
H: -15.3206 -9.3389 -10.2923
H: -17.3885 -8.1481 -10.8825
H: -16.5638 -5.0041 -8.6083
H: -17.6595 -1.8770 -7.6029
H: -19.6021 -1.6869 -6.0871
H: -21.3635 -3.4379 -6.1142
H: -21.0849 -5.4472 -7.5115
H: -20.9107 -8.4952 -14.1906
H: -21.9105 -8.4401 -16.4227
H: -24.1250 -6.6625 -17.7699
H: -22.5612 -6.1459 -18.4024
H: -24.7810 -4.4325 -17.3870
H: -23.2961 -3.8502 -18.1819
H: -23.4858 -1.9855 -15.6917
H: -22.3423 -1.9154 -13.5830
H: -18.4697 -2.9330 -14.1930
H: -17.4142 -0.8876 -14.9980
H: -18.3137 1.3203 -14.3072
H: -20.1903 1.4229 -12.6879
H: -21.1896 -0.6276 -11.8277
H: -20.1562 -1.8680 -9.9155
H: -21.7210 -1.1965 -8.1664
H: -23.8760 -2.3803 -7.9049
H: -24.5670 -4.0536 -9.6005
H: -23.1137 -4.5337 -11.5186
Cl: -13.6957 0.1927 -11.3309
C: -14.5640 -1.1480 -10.6644
C: -14.6317 -1.2762 -9.2787
C: -15.3448 -2.3549 -8.7432
I: -15.0338 -2.8994 -6.6930
C: -16.1684 -3.1145 -9.5612
O: -16.9986 -4.1322 -8.9744
C: -16.1510 -3.0692 -10.9715
N: -16.6230 -4.1048 -11.7520
C: -16.1299 -4.2511 -12.9975
C: -15.3844 -3.2517 -13.6263
C: -14.9184 -2.1529 -12.8949
C: -15.2051 -2.0628 -11.5350
H: -14.1515 -0.5627 -8.6105
H: -16.3454 -5.1849 -13.5062
H: -15.2082 -3.3464 -14.6853
H: -14.3300 -1.3634 -13.3455
F: -18.6870 -5.2825 -14.3259
Sb: -18.2224 -5.4587 -16.1325
F: -19.8406 -4.5225 -16.4829
F: -17.3139 -3.7737 -15.9361
F: -17.7091 -5.6132 -18.0360
F: -16.6531 -6.3683 -15.4413
F: -19.1270 -7.1443 -16.1938

Computed properties:
spin multiplicity: 6
LUMO (spin up / spin down): -0.2940 / -0.4013 Eh
energy above the lowest of the compared OMol25 structures with the same formula, charge and spin: 0.0 kcal/mol
total charge: +3
expectation value of S²: 8.82

Atomic partial charges in e from the Mulliken method, atoms 1 to 5: Pd -0.252; O -0.790; S 2.373; C 0.397; C -0.411

=====

# 4
Below is 8 unconnected molecules or ions with the total composition C57H40N2O15, with properties calculated with ωB97M-V/def2-TZVPD.

Geometry (Å):
C: 4.0436 0.6512 1.5071
C: 3.8714 0.9310 -0.1123
C: 2.8887 0.0112 -1.0557
C: 2.0001 -1.2769 -0.4678
O: 1.1683 -2.0755 -1.3851
C: -0.2041 -2.2520 -0.8826
C: -0.8713 -0.7734 -0.6154
C: -1.1845 0.1607 -1.9584
C: -1.8103 1.6524 -1.6656
C: -2.1705 2.2194 -0.1393
N: -2.7335 3.6099 -0.0575
C: -3.0489 4.0162 1.3537
C: -2.7931 3.0397 2.6298
N: -2.1896 1.6631 2.6024
C: -1.8973 1.3000 1.1741
C: -1.2274 -0.2063 0.9166
C: 2.1662 -1.5619 1.1587
C: 3.1613 -0.6255 2.1205
H: 4.7415 1.3402 2.1645
H: 4.4726 1.8067 -0.6040
H: 2.7871 0.2168 -2.2094
H: -0.1642 -2.8344 0.1353
H: -0.9026 -2.8083 -1.6598
H: -0.9669 -0.2222 -3.0554
H: -2.0209 2.3384 -2.6116
H: -3.5240 5.0898 1.5204
H: -3.0904 3.4706 3.7026
H: -0.9890 -0.9718 1.7887
H: 1.5607 -2.4796 1.6099
H: 3.2783 -0.8169 3.2773
O: 2.0376 -4.6891 -7.3951
C: 1.4574 -4.7785 -6.3218
C: 0.5193 -5.8847 -6.0468
C: -0.1157 -5.9803 -4.8747
C: 0.0945 -4.9854 -3.8042
O: -0.4856 -5.0749 -2.7310
C: 1.0326 -3.8793 -4.0793
C: 1.6676 -3.7837 -5.2514
H: 0.3764 -6.6068 -6.8417
H: -0.8075 -6.7849 -4.6570
H: 1.1756 -3.1572 -3.2843
H: 2.3594 -2.9791 -5.4691
O: -1.1637 1.9551 10.0838
C: -1.5135 2.5764 9.0897
C: -2.7371 3.4021 9.0924
C: -3.1196 4.0788 8.0052
C: -2.3346 4.0311 6.7557
O: -2.6844 4.6524 5.7616
C: -1.1110 3.2053 6.7529
C: -0.7285 2.5286 7.8402
H: -3.3017 3.4275 10.0168
H: -4.0147 4.6885 7.9901
H: -0.5464 3.1800 5.8286
H: 0.1667 1.9189 7.8553
O: -3.3716 7.5186 2.6379
C: -2.9307 8.2365 3.5250
C: -2.9599 7.8140 4.9392
C: -2.4800 8.5998 5.9079
C: -1.8988 9.9229 5.6057
O: -1.4579 10.6408 6.4927
C: -1.8695 10.3454 4.1915
C: -2.3494 9.5596 3.2228
H: -3.3888 6.8405 5.1445
H: -2.4945 8.3055 6.9502
H: -1.4406 11.3189 3.9861
H: -2.3350 9.8539 2.1805
O: 6.5723 2.8454 -7.1283
C: 6.3014 2.9408 -5.9392
C: 5.7796 4.1989 -5.3699
C: 5.4860 4.3028 -4.0701
C: 5.6691 3.1641 -3.1483
O: 5.3982 3.2594 -1.9592
C: 6.1909 1.9060 -3.7177
C: 6.4845 1.8021 -5.0174
H: 5.6502 5.0248 -6.0590
H: 5.1031 5.2184 -3.6363
H: 6.3204 1.0801 -3.0285
H: 6.8674 0.8864 -5.4512
O: 4.6773 -3.6945 1.7232
C: 4.3124 -4.8163 1.3992
C: 4.6624 -6.0003 2.2085
C: 4.2651 -7.2257 1.8526
C: 3.4581 -7.4481 0.6363
O: 3.0932 -8.5699 0.3124
C: 3.1081 -6.2641 -0.1729
C: 3.5055 -5.0387 0.1830
H: 5.2541 -5.8206 3.0981
H: 4.5137 -8.1048 2.4344
H: 2.5164 -6.4438 -1.0625
H: 3.2568 -4.1596 -0.3989
O: -3.3377 1.0988 7.2441
C: -4.2938 0.7999 6.5419
C: -5.6274 0.5551 7.1257
C: -6.6709 0.2265 6.3580
C: -6.5356 0.0957 4.8936
O: -7.4917 -0.2032 4.1915
C: -5.2020 0.3405 4.3098
C: -4.1585 0.6691 5.0776
H: -5.7106 0.6557 8.2013
H: -7.6556 0.0429 6.7702
H: -5.1188 0.2399 3.2343
H: -3.1738 0.8527 4.6653
O: -0.4953 -7.4358 -8.2208
C: -0.8451 -6.8146 -9.2149
C: -2.0687 -5.9888 -9.2122
C: -2.4512 -5.3121 -10.2995
C: -1.6662 -5.3598 -11.5490
O: -2.0159 -4.7386 -12.5431
C: -0.4425 -6.1856 -11.5517
C: -0.0601 -6.8623 -10.4644
H: -2.6333 -5.9635 -8.2878
H: -3.3463 -4.7024 -10.3146
H: 0.1220 -6.2109 -12.4760
H: 0.8351 -7.4720 -10.4493

Computed properties:
LUMO: -0.0693 Eh
structure (SMILES): c1ccc(OCc2ccc3nccnc3c2)cc1.O=C1C=CC(=O)C=C1.O=C1C=CC(=O)C=C1.O=C1C=CC(=O)C=C1.O=C1C=CC(=O)C=C1.O=C1C=CC(=O)C=C1.O=C1C=CC(=O)C=C1.O=C1C=CC(=O)C=C1

Atomic partial charges in e from the Mulliken method, atoms 1 to 5: C -0.529; C -0.192; C -0.318; C 0.422; O -0.253

=====

For each record above, in turn, the calculated maximum force values are 1.384; 1.924; 4.322; 7.497 eV/A.
For each record above, in turn, the calculated E values are -5850.46865; -6366.68729; -5206.43122; -3433.20876 Ha.